C28H27N4O11STl as an isolated structure, computed with ωB97M-V with the def2-TZVPD basis set.

## Properties
- Energy: -73490.45248 eV
- Net charge: -2
- Relative energy (zero: lowest compared OMol25 entry of this formula, charge and spin): 3.2 kcal per mole

Geometry as XYZ:
```
72
Properties=species:S:1:pos:R:3:lowdin_charge:R:1
Tl 1.1360 -0.2864 -1.3832 1.004
O 4.0199 3.2038 -0.4870 -0.034
C 3.3303 2.2592 -0.9048 -0.661
O 2.1730 1.9088 -0.5522 -0.190
C 3.9300 1.4636 -2.0790 -0.182
C 5.2610 1.6151 -2.4460 -0.013
C 5.7410 0.8833 -3.5176 -0.068
C 4.8825 0.0448 -4.2120 -0.018
C 3.5672 -0.0561 -3.7838 -0.178
N 3.1211 0.6351 -2.7342 0.081
C 2.5601 -0.9580 -4.5219 -0.635
O 2.9569 -1.4834 -5.5776 -0.034
O 1.4531 -1.1365 -3.9451 -0.178
H 5.8720 2.3009 -1.8768 0.106
H 6.7815 0.9644 -3.8141 0.093
H 5.1878 -0.5356 -5.0711 0.103
C -1.2634 -3.6474 1.1887 -0.010
C 0.2143 -3.6339 1.3795 -0.377
N 1.0486 -2.8544 0.7408 0.143
C 2.3042 -3.1725 1.2072 -0.126
C 2.2148 -4.1726 2.1486 -0.088
N 0.8789 -4.4406 2.2462 0.156
C 3.1730 -4.9759 2.9942 -0.620
O 4.3936 -4.6698 2.8952 -0.024
O 2.6414 -5.7749 3.7822 -0.027
C 3.5029 -2.4741 0.6604 -0.493
O 4.6651 -2.8442 1.1519 0.102
O 3.4099 -1.6176 -0.1998 -0.004
H -1.5008 -3.1837 0.2317 0.056
H -1.7681 -3.0952 1.9863 0.074
H -1.6555 -4.6667 1.1840 0.075
H 0.5435 -5.1538 2.8740 0.153
H 4.5660 -3.5668 1.8851 0.050
C -2.6632 -0.2808 -0.3671 -0.026
O -1.8720 0.9312 -0.3271 -0.107
H -3.6679 -0.0414 -0.7162 0.095
H -2.6984 -0.7136 0.6325 0.093
H -2.1599 -0.9512 -1.0582 0.044
C 0.6839 -4.1117 -2.3537 -0.038
N -0.0517 -3.6955 -3.5351 -0.140
C 0.6274 -3.8925 -4.8105 -0.053
C -1.1010 -2.8573 -3.4050 -0.519
C -1.5394 -2.1323 -4.6555 -0.001
O -1.6725 -2.6555 -2.3296 -0.034
H 0.7701 -5.2011 -2.3077 0.087
H 0.1885 -3.7428 -1.4632 0.048
H 1.6861 -3.6770 -2.3888 0.098
H 1.3529 -4.6945 -4.6777 0.087
H 1.1741 -2.9984 -5.1161 0.062
H -0.0771 -4.2088 -5.5816 0.077
H -1.7871 -2.8146 -5.4703 0.070
H -0.7146 -1.4956 -4.9864 0.078
H -2.4058 -1.5263 -4.4052 0.077
C -5.1849 7.6385 7.2340 -0.090
C -4.7970 6.5874 6.2129 -0.773
O -4.9447 5.4108 6.3996 0.034
S -4.1042 7.3167 4.7595 1.014
C -3.6919 5.9238 3.7596 -0.550
C -4.6936 5.1405 3.1966 -0.100
C -4.3646 4.0911 2.3609 -0.030
C -3.0269 3.8090 2.0584 -0.230
C -2.0262 4.5999 2.6332 -0.014
C -2.3595 5.6443 3.4787 -0.094
C -2.6753 2.7402 1.1802 0.045
C -2.3046 1.8614 0.4470 -0.117
H -6.0175 7.2586 7.8222 0.080
H -5.4522 8.5828 6.7618 0.060
H -4.3336 7.8140 7.8931 0.083
H -5.7311 5.3549 3.4209 0.107
H -5.1408 3.4766 1.9242 0.113
H -0.9903 4.3859 2.4063 0.127
H -1.5758 6.2444 3.9235 0.103
```